Record 1
A 2-piece molecular cluster, C2H3NP2 overall, computed with the ωB97M-V functional and the def2-TZVPD basis.

Positions of all 8 atoms, in Å:
C: 0.948 -0.787 1.750
C: -0.245 -0.934 -0.533
N: 1.158 -0.686 2.867
P: -0.004 1.806 -1.423
P: -1.113 0.524 -0.243
H: 0.681 -0.967 -1.094
H: -0.615 -1.879 -0.176
H: -0.812 2.921 -1.147

- Max |F|: 4.04 eV/Å
- Spin multiplicity: 1
- Molecular weight: 103.0 g mol⁻¹
- Charge: 0
- Calculated total energy: -815.27755 a.u.
- HOMO energy (alpha / beta): -9.7 / -9.7 eV
- Energy relative to the best compared isomer or geometry (same formula, charge and spin): 388.9 kJ/mol

=====

Record 2
A 2-piece molecular cluster, ClFN2O3 overall, computed with the ωB97M-V functional and the def2-TZVPD basis.

Positions of all 7 atoms, in Å:
O: 2.083 -0.857 -1.193
N: 1.472 -0.450 -0.271
O: 0.963 -1.054 0.589
Cl: 1.453 1.348 0.100
O: -1.758 0.858 -0.651
N: -2.435 0.187 0.033
F: -1.779 -0.031 1.393

- Max |F|: 4.65 eV/Å
- Spin multiplicity: 1
- Molecular weight: 130.5 g mol⁻¹
- Charge: 0
- Calculated total energy: -895.05339 a.u.
- HOMO energy: -11.8 eV
- Energy relative to the best compared isomer or geometry (same formula, charge and spin): 13.3 kJ/mol

=====

Record 3
C50H58N4O5P2S2Si2W as an isolated structure, computed with the ωB97M-V functional and the def2-TZVPD basis.

Positions of all 124 atoms, in Å:
W: -0.439 1.269 -0.829
C: -2.447 0.243 1.284
P: -1.584 -0.890 2.495
C: -3.022 -1.440 3.503
C: -3.859 -0.538 4.162
C: -4.951 -0.991 4.881
C: -5.220 -2.354 4.956
C: -4.391 -3.258 4.314
C: -3.296 -2.799 3.589
C: -0.807 0.280 3.691
C: -0.693 1.655 3.520
C: 0.016 2.433 4.430
C: 0.613 1.847 5.534
C: 0.492 0.474 5.729
C: -0.203 -0.297 4.813
C: -2.639 -0.440 -0.028
C: -3.698 -1.119 -0.555
C: -3.261 -1.636 -1.805
C: -1.952 -1.270 -1.982
C: -0.973 -1.944 -2.896
P: 0.550 -2.486 -1.968
C: 1.179 -3.857 -3.038
C: 2.520 -3.878 -3.407
C: 3.040 -4.926 -4.157
C: 2.218 -5.973 -4.543
C: 0.878 -5.970 -4.173
C: 0.367 -4.923 -3.425
C: -0.012 -3.575 -0.595
C: 1.023 -4.031 0.225
C: 0.784 -4.914 1.265
C: -0.510 -5.353 1.515
C: -1.546 -4.908 0.709
C: -1.301 -4.028 -0.338
N: -1.560 -0.499 -0.899
H: -1.842 1.135 1.131
H: -3.391 0.597 1.695
H: -3.653 0.526 4.115
H: -5.596 -0.282 5.384
H: -6.079 -2.706 5.513
H: -4.593 -4.320 4.373
H: -2.649 -3.502 3.079
H: -1.175 2.141 2.685
H: 0.093 3.502 4.273
H: 1.158 2.452 6.247
H: 0.946 0.006 6.594
H: -0.284 -1.369 4.968
H: -4.672 -1.224 -0.106
H: -3.823 -2.270 -2.475
H: -0.649 -1.295 -3.716
H: -1.445 -2.823 -3.335
H: 3.170 -3.068 -3.098
H: 4.085 -4.922 -4.437
H: 2.619 -6.792 -5.126
H: 0.234 -6.791 -4.461
H: -0.675 -4.947 -3.124
H: 2.039 -3.703 0.023
H: 1.605 -5.271 1.874
H: -0.705 -6.042 2.327
H: -2.559 -5.247 0.888
H: -2.125 -3.698 -0.948
O: -4.144 1.991 -1.234
C: -3.261 2.288 -1.992
O: -1.985 1.992 -1.852
H: -3.445 2.815 -2.942
N: 0.828 0.502 0.463
C: 1.376 -0.136 1.281
N: 2.294 -0.464 2.137
C: 3.444 0.406 2.395
C: 4.706 -0.401 2.150
O: 4.716 -1.592 2.920
C: 3.609 -2.424 2.604
C: 2.302 -1.714 2.899
H: 3.391 0.725 3.440
H: 3.393 1.284 1.749
H: 5.581 0.176 2.449
H: 4.786 -0.644 1.082
H: 3.702 -3.322 3.213
H: 3.651 -2.704 1.544
H: 2.253 -1.461 3.962
H: 1.433 -2.312 2.633
O: -2.972 3.190 1.464
S: -2.120 3.978 0.630
O: -2.627 4.606 -0.545
N: -0.682 3.092 0.266
C: 0.425 3.800 0.612
S: 1.968 3.426 0.200
C: 0.096 5.003 1.428
C: 0.983 5.889 2.015
C: 0.458 6.921 2.780
C: -0.920 7.059 2.953
C: -1.809 6.184 2.344
C: -1.258 5.171 1.582
H: 2.048 5.763 1.874
H: 1.127 7.632 3.247
H: -1.302 7.860 3.572
H: -2.879 6.284 2.458
C: -0.710 4.195 -3.347
Si: -0.173 2.502 -3.965
C: 0.901 2.974 -5.443
C: -1.504 1.431 -4.733
C: 0.784 1.648 -2.532
Si: 2.372 0.776 -3.053
C: 3.622 2.046 -3.648
C: 2.073 -0.371 -4.495
C: 3.257 0.015 -1.584
H: -1.670 4.504 -3.766
H: 0.033 4.939 -3.645
H: -0.822 4.236 -2.264
H: 0.261 3.508 -6.151
H: 1.345 2.131 -5.973
H: 1.705 3.651 -5.156
H: -2.242 2.072 -5.224
H: -2.031 0.792 -4.027
H: -1.065 0.797 -5.510
H: 1.236 2.521 -2.011
H: 3.381 2.473 -4.618
H: 4.600 1.564 -3.730
H: 3.717 2.868 -2.933
H: 1.475 0.145 -5.247
H: 1.560 -1.298 -4.253
H: 3.026 -0.633 -4.959
H: 3.456 0.826 -0.874
H: 4.218 -0.410 -1.885
H: 2.676 -0.754 -1.078

- Max |F|: 2.10 eV/Å
- Spin multiplicity: 3
- Molecular weight: 1161.1 g mol⁻¹
- Charge: 0
- Calculated total energy: -4660.52682 a.u.
- HOMO energy (alpha / beta): -7.2 / -7.3 eV
- Energy relative to the best compared isomer or geometry (same formula, charge and spin): 145.2 kJ/mol

=====

Record 4
A 4-piece molecular cluster, C4H13O4 overall, computed with the ωB97M-V functional and the def2-TZVPD basis.

Positions of all 21 atoms, in Å:
C: 1.962 0.297 -0.555
O: 1.160 1.730 -2.688
C: 1.164 -0.573 0.454
C: -0.364 -0.591 0.227
C: -0.911 0.857 0.209
O: -0.753 -1.241 -0.888
H: 2.670 1.020 -0.021
H: 1.543 0.921 -1.406
H: 1.309 -0.066 1.398
H: 1.508 -1.661 0.318
H: -0.774 -1.035 1.137
H: -0.545 1.472 -0.573
H: -1.986 0.841 0.289
H: -0.422 1.314 1.090
H: -1.749 -1.481 -0.656
H: -3.655 -1.899 0.372
H: 2.675 -0.411 -1.074
O: -2.859 -1.375 0.316
H: 1.801 2.456 -2.528
H: 0.920 0.513 3.668
O: 0.652 0.646 2.756

- Max |F|: 5.28 eV/Å
- Spin multiplicity: 1
- Molecular weight: 125.1 g mol⁻¹
- Charge: -1
- Calculated total energy: -460.86139 a.u.
- HOMO energy: -4.8 eV
- Energy relative to the best compared isomer or geometry (same formula, charge and spin): 921.9 kJ/mol

=====

Record 5
An isolated molecule of C18H19N3OS, computed with the ωB97M-V functional and the def2-TZVPD basis.

Positions of all 42 atoms, in Å:
C: 1.768 3.471 1.815
N: 2.138 2.598 2.910
C: 3.007 1.507 2.521
C: 2.347 0.515 1.552
C: 0.951 0.182 1.986
N: 0.381 -0.853 1.381
C: -0.858 -1.194 1.683
S: -1.561 -2.572 0.864
C: -0.171 -3.074 -0.199
C: -0.016 -2.160 -1.402
O: -1.163 -2.303 -2.206
C: -1.299 -1.510 -3.306
C: -0.352 -0.595 -3.750
C: -0.602 0.152 -4.891
C: -1.781 -0.001 -5.594
C: -2.725 -0.915 -5.151
C: -2.490 -1.664 -4.017
C: -1.618 -0.486 2.637
C: -2.944 -0.855 2.942
N: -4.024 -1.134 3.207
C: -1.014 0.595 3.271
C: 0.290 0.945 2.950
C: 0.992 2.091 3.636
H: 1.284 4.356 2.226
H: 1.084 3.010 1.089
H: 2.672 3.785 1.294
H: 3.298 0.983 3.436
H: 3.910 1.925 2.069
H: 2.299 0.947 0.547
H: 2.931 -0.403 1.477
H: 0.731 -3.062 0.408
H: -0.413 -4.086 -0.520
H: 0.100 -1.123 -1.061
H: 0.887 -2.453 -1.960
H: 0.579 -0.457 -3.224
H: 0.141 0.861 -5.228
H: -1.966 0.586 -6.481
H: -3.651 -1.043 -5.692
H: -3.213 -2.378 -3.655
H: -1.566 1.157 4.011
H: 1.345 1.744 4.617
H: 0.291 2.911 3.811

- Max |F|: 1.07 eV/Å
- Spin multiplicity: 1
- Molecular weight: 325.4 g mol⁻¹
- Charge: 0
- Calculated total energy: -1334.99248 a.u.
- HOMO energy: -8.5 eV
- Energy relative to the best compared isomer or geometry (same formula, charge and spin): 205.8 kJ/mol

=====

Record 6
C15H16Br2MoN3O4S6 as an isolated structure, computed with the ωB97M-V functional and the def2-TZVPD basis.

Positions of all 47 atoms, in Å:
Mo: 1.087 0.569 1.512
Br: 1.984 1.198 4.020
C: 3.591 2.043 3.306
Br: 3.830 1.584 1.446
H: 4.434 1.663 3.867
H: 3.460 3.113 3.389
O: 0.214 0.455 -5.466
C: -0.237 1.340 -4.728
O: -0.940 2.341 -4.898
C: 0.129 1.115 -3.237
C: 0.596 -0.122 -2.805
C: 0.872 -0.323 -1.477
N: 0.742 0.656 -0.558
C: 0.333 1.879 -0.992
C: -0.003 2.137 -2.292
C: 0.280 2.919 0.071
O: -0.164 4.015 -0.029
O: 0.809 2.448 1.242
H: 0.735 -0.895 -3.551
H: 1.211 -1.282 -1.119
H: -0.371 3.106 -2.607
C: -0.821 -4.037 0.605
N: 0.094 -2.944 0.956
C: 1.378 -2.803 0.713
S: 2.285 -1.532 1.547
N: 2.097 -3.563 -0.096
C: 1.657 -4.558 -1.082
H: -1.575 -4.089 1.385
H: -0.294 -4.985 0.580
H: -1.315 -3.848 -0.347
H: -0.295 -2.217 1.545
H: 3.085 -3.361 -0.079
H: 0.690 -4.284 -1.491
H: 1.615 -5.558 -0.654
H: 2.378 -4.551 -1.894
C: -2.508 3.919 2.321
S: -3.261 2.356 2.847
C: -3.079 1.399 1.378
C: -2.149 0.450 1.164
S: -0.943 0.012 2.375
S: -2.266 -0.459 -0.321
C: -3.694 0.346 -0.960
S: -4.301 0.016 -2.415
S: -4.258 1.607 0.114
H: -2.710 4.625 3.125
H: -2.969 4.284 1.406
H: -1.436 3.816 2.187

- Max |F|: 0.49 eV/Å
- Spin multiplicity: 3
- Molecular weight: 750.5 g mol⁻¹
- Charge: +1
- Calculated total energy: -8651.54127 a.u.
- HOMO energy (alpha / beta): -10.3 / -10.3 eV
- Energy relative to the best compared isomer or geometry (same formula, charge and spin): 50.0 kJ/mol